# C28H14AuBrF4N4O2P

A structure of composition C28H14AuBrF4N4O2P (ωB97M-V/def2-TZVPD, OMol25).

Element x y z (Å)
Au (-0.646, -0.141, 0.100)
F (3.760, 5.909, -0.501)
C (3.246, 4.684, -0.402)
C (4.054, 3.618, -0.068)
F (5.357, 3.809, 0.152)
C (3.501, 2.354, 0.023)
F (4.363, 1.369, 0.313)
C (2.151, 2.098, -0.180)
P (1.516, 0.360, -0.020)
C (2.378, -0.389, -1.445)
C (3.671, -0.902, -1.401)
C (4.242, -1.443, -2.542)
C (3.530, -1.472, -3.734)
C (2.235, -0.975, -3.779)
C (1.657, -0.446, -2.635)
C (2.324, -0.292, 1.479)
C (2.383, -1.680, 1.595)
C (2.856, -2.262, 2.760)
C (3.252, -1.466, 3.825)
C (3.165, -0.085, 3.725)
C (2.699, 0.500, 2.557)
C (1.353, 3.191, -0.555)
Br (-0.466, 3.045, -0.993)
C (1.905, 4.460, -0.652)
F (1.167, 5.515, -1.003)
H (4.228, -0.893, -0.473)
H (5.245, -1.848, -2.499)
H (3.978, -1.898, -4.622)
H (1.666, -1.017, -4.699)
H (0.632, -0.094, -2.655)
H (2.031, -2.306, 0.782)
H (2.894, -3.341, 2.841)
H (3.612, -1.921, 4.739)
H (3.454, 0.541, 4.559)
H (2.621, 1.578, 2.494)
O (-3.121, -1.531, 1.892)
C (-3.531, -0.722, 1.093)
N (-2.755, 0.184, 0.383)
C (-3.559, 0.998, -0.372)
O (-3.213, 1.904, -1.116)
C (-4.990, 0.591, -0.132)
C (-6.170, 1.080, -0.651)
C (-7.346, 0.433, -0.274)
C (-7.319, -0.667, 0.581)
C (-6.118, -1.145, 1.100)
C (-4.968, -0.482, 0.731)
H (-6.172, 1.920, -1.333)
H (-8.296, 0.779, -0.665)
H (-8.246, -1.167, 0.833)
H (-6.075, -2.022, 1.733)
N (-1.068, -2.341, -0.499)
C (-1.787, -3.241, -0.298)
N (-2.500, -4.298, -0.125)
C (-3.812, -4.206, -0.028)
N (-4.970, -4.229, 0.061)

Computed properties:
Charge: -1
Relative energy (zero: lowest compared OMol25 entry of this formula, charge and spin), eV: 0.000
Kohn-Sham gap, eV: 7.09
Highest occupied orbital energy, eV: -5.0536



# C28H15AsCl3CoF11N4S2Se

A structure of composition C28H15AsCl3CoF11N4S2Se (ωB97M-V/def2-TZVPD, OMol25).

Element x y z (Å)
Co (-0.654, 0.191, -0.040)
S (-2.040, 0.299, 6.870)
C (-3.698, 0.262, 7.196)
C (-4.448, 0.204, 6.058)
C (-3.651, 0.191, 4.897)
C (-2.302, 0.236, 5.168)
C (-1.199, 0.246, 4.224)
C (-1.475, 0.277, 2.832)
N (-0.511, 0.317, 1.930)
C (0.784, 0.320, 2.315)
C (1.159, 0.263, 3.651)
C (2.567, 0.231, 3.956)
C (3.493, 0.251, 2.969)
C (3.103, 0.319, 1.585)
C (4.002, 0.322, 0.511)
C (3.543, 0.385, -0.795)
C (2.148, 0.466, -0.979)
N (1.286, 0.466, 0.023)
C (1.745, 0.373, 1.290)
C (4.421, 0.373, -1.962)
C (4.065, 0.367, -3.289)
C (5.177, 0.346, -4.160)
C (6.360, 0.334, -3.480)
S (6.133, 0.352, -1.796)
C (0.135, 0.227, 4.606)
H (-4.054, 0.290, 8.212)
H (-5.526, 0.169, 6.064)
H (-4.060, 0.140, 3.900)
H (-2.490, 0.269, 2.470)
H (2.869, 0.186, 4.993)
H (4.549, 0.215, 3.202)
H (5.064, 0.264, 0.717)
H (1.736, 0.555, -1.972)
H (3.045, 0.383, -3.642)
H (5.109, 0.340, -5.237)
H (7.356, 0.321, -3.891)
H (0.400, 0.182, 5.656)
N (-1.105, 2.033, -0.410)
H (-2.127, 2.099, -0.411)
H (-0.782, 2.323, -1.332)
H (-0.762, 2.703, 0.276)
F (1.013, 0.612, -7.665)
C (0.365, 0.336, -6.563)
C (-0.616, -0.649, -6.558)
F (-0.895, -1.302, -7.666)
C (-1.287, -0.932, -5.382)
F (-2.210, -1.874, -5.397)
C (-0.998, -0.255, -4.185)
Se (-1.951, -0.644, -2.644)
C (-0.010, 0.737, -4.238)
F (0.292, 1.450, -3.136)
C (0.667, 1.040, -5.393)
F (1.597, 1.980, -5.408)
F (-2.487, -0.359, 0.205)
As (-4.268, 0.328, 0.179)
F (-3.572, 1.679, 1.036)
F (-3.794, 1.139, -1.283)
F (-5.828, 0.959, 0.189)
F (-4.638, -1.087, -0.694)
F (-4.423, -0.496, 1.679)
Cl (0.033, -5.133, 1.005)
C (-1.197, -4.191, 0.176)
Cl (-1.551, -4.834, -1.423)
Cl (-2.658, -4.012, 1.143)
C (-0.672, -2.824, -0.006)
N (-0.279, -1.757, -0.144)

Computed properties:
2S+1: 2
Charge: +2
Relative energy (zero: lowest compared OMol25 entry of this formula, charge and spin), eV: 0.294
Kohn-Sham gap (spin up / spin down), eV: 4.85 / 4.52
<S²>: 0.778
Highest occupied orbital energy (spin up / spin down), eV: -13.0689 / -13.0688



# C28H15BrCl68N3OPS

A structure of composition C28H15BrCl68N3OPS at a distorted geometry (ωB97M-V/def2-TZVPD, OMol25).

Element x y z (Å)
C (-0.858, 1.879, 1.882)
C (0.119, 0.919, 1.134)
C (-0.179, 0.990, -0.364)
C (0.351, -0.182, -1.216)
C (0.321, -1.551, -0.597)
C (1.525, -2.422, -0.610)
C (2.839, -2.006, -1.238)
N (3.960, -1.971, -0.261)
C (1.514, -3.601, -0.091)
C (0.396, -4.148, 0.517)
N (0.255, -5.329, 1.088)
S (-1.273, -5.335, 1.550)
N (-1.790, -3.912, 1.064)
C (-0.734, -3.352, 0.510)
C (-0.745, -2.073, -0.035)
P (-2.353, -1.170, 0.048)
O (-3.441, -2.219, -0.555)
Br (-2.784, -1.149, 2.272)
H (-1.509, 2.409, 1.200)
H (-1.459, 1.341, 2.603)
H (-0.322, 2.635, 2.451)
H (1.107, 1.323, 1.322)
H (-0.047, -0.059, 1.571)
H (0.302, 1.888, -0.755)
H (-1.239, 1.139, -0.516)
H (1.371, 0.074, -1.479)
H (-0.195, -0.230, -2.155)
H (2.763, -1.093, -1.816)
H (3.088, -2.809, -1.930)
H (3.616, -2.274, 0.643)
H (4.603, -2.708, -0.520)
H (2.419, -4.190, -0.103)
H (-3.431, -3.049, -0.042)
C (6.817, 0.547, 1.336)
Cl (7.593, 1.060, 2.841)
Cl (7.683, 1.242, -0.040)
Cl (6.870, -1.222, 1.225)
Cl (5.149, 1.114, 1.318)
C (0.741, 6.380, -1.209)
Cl (-0.465, 6.241, 0.073)
Cl (1.666, 7.862, -0.978)
Cl (1.826, 4.983, -1.150)
Cl (-0.058, 6.440, -2.791)
C (-3.974, 5.282, -1.813)
Cl (-4.727, 5.237, -0.203)
Cl (-2.635, 4.147, -1.868)
Cl (-5.158, 4.834, -3.041)
Cl (-3.385, 6.917, -2.125)
C (3.134, -0.125, 6.103)
Cl (4.746, -0.465, 6.715)
Cl (2.912, 1.625, 6.028)
Cl (2.947, -0.830, 4.491)
Cl (1.927, -0.830, 7.184)
C (-0.811, 11.351, -1.000)
Cl (-1.340, 9.735, -1.504)
Cl (0.935, 11.489, -1.232)
Cl (-1.625, 12.589, -1.954)
Cl (-1.199, 11.579, 0.707)
C (5.826, -4.555, 7.098)
Cl (6.669, -5.638, 5.986)
Cl (4.773, -3.463, 6.213)
Cl (4.853, -5.510, 8.222)
Cl (7.033, -3.621, 8.000)
C (7.551, 1.336, 8.995)
Cl (8.665, 1.610, 10.337)
Cl (8.050, 2.304, 7.604)
Cl (7.571, -0.376, 8.553)
Cl (5.918, 1.799, 9.479)
C (-3.944, 11.228, -5.225)
Cl (-3.102, 12.767, -5.442)
Cl (-3.984, 10.358, -6.762)
Cl (-3.093, 10.260, -4.018)
Cl (-5.595, 11.533, -4.677)
C (-5.923, -5.421, 1.149)
Cl (-4.203, -5.694, 1.458)
Cl (-6.813, -6.937, 1.324)
Cl (-6.542, -4.235, 2.300)
Cl (-6.122, -4.800, -0.492)
C (-9.187, 6.044, -1.287)
Cl (-10.374, 5.711, -0.021)
Cl (-7.569, 5.651, -0.702)
Cl (-9.550, 5.057, -2.708)
Cl (-9.258, 7.755, -1.726)
C (-9.218, -2.267, -1.876)
Cl (-9.805, -3.019, -0.388)
Cl (-9.795, -0.601, -1.962)
Cl (-7.455, -2.279, -1.878)
Cl (-9.817, -3.174, -3.270)
C (7.360, -5.450, 1.259)
Cl (6.502, -6.839, 0.585)
Cl (9.076, -5.572, 0.862)
Cl (6.723, -3.971, 0.507)
Cl (7.192, -5.468, 3.018)
C (-6.927, 1.258, -0.374)
Cl (-8.255, 1.137, 0.787)
Cl (-6.017, 2.750, -0.091)
Cl (-5.877, -0.152, -0.195)
Cl (-7.586, 1.306, -2.014)
C (1.506, -1.844, -4.961)
Cl (0.699, -2.507, -3.534)
Cl (3.199, -2.352, -4.973)
Cl (0.707, -2.433, -6.419)
Cl (1.423, -0.080, -4.913)
C (-0.892, -4.503, -9.390)
Cl (-1.702, -5.159, -7.963)
Cl (0.804, -4.985, -9.378)
Cl (-1.678, -5.114, -10.849)
Cl (-0.990, -2.737, -9.364)
C (3.770, -2.804, -10.974)
Cl (2.940, -2.790, -9.417)
Cl (4.938, -4.129, -11.005)
Cl (2.585, -3.034, -12.265)
Cl (4.612, -1.270, -11.213)
C (2.502, -7.742, 11.227)
Cl (1.014, -7.317, 12.075)
Cl (3.875, -7.579, 12.326)
Cl (2.400, -9.408, 10.653)
Cl (2.724, -6.657, 9.848)

Computed properties:
Kohn-Sham gap, eV: 8.05
Highest occupied orbital energy, eV: -8.9198



# C28H18F3N3O4SW

A structure of composition C28H18F3N3O4SW (ωB97M-V/def2-TZVPD, OMol25).

Element x y z (Å)
W (-0.585, 0.725, 0.623)
O (-2.495, -2.365, -1.863)
C (-2.417, -3.376, -0.965)
C (-2.940, -4.590, -1.406)
C (-2.917, -5.692, -0.584)
C (-2.373, -5.624, 0.704)
C (-1.854, -4.436, 1.144)
C (-1.865, -3.289, 0.323)
C (-1.284, -2.083, 0.866)
O (-1.384, -0.933, 0.143)
N (-0.660, -1.989, 1.986)
N (-0.199, -0.678, 2.141)
C (0.435, -0.506, 3.278)
C (1.060, 0.680, 3.728)
C (1.736, 0.701, 4.960)
C (2.364, 1.857, 5.371)
C (2.324, 2.995, 4.560)
C (1.661, 3.004, 3.338)
C (1.043, 1.837, 2.955)
O (0.375, 1.791, 1.773)
H (-2.137, -1.557, -1.493)
H (-3.358, -4.634, -2.403)
H (-3.329, -6.626, -0.943)
H (-2.363, -6.495, 1.343)
H (-1.430, -4.361, 2.136)
H (0.482, -1.393, 3.902)
H (1.760, -0.192, 5.573)
H (2.889, 1.883, 6.315)
H (2.823, 3.898, 4.887)
H (1.628, 3.880, 2.707)
O (-2.292, 1.266, 1.527)
N (-3.275, 2.027, 1.022)
C (-4.360, 2.236, 1.801)
C (-5.378, 3.004, 1.308)
C (-5.265, 3.543, 0.024)
C (-4.139, 3.304, -0.734)
C (-3.115, 2.520, -0.211)
S (-1.637, 2.144, -1.019)
H (-4.332, 1.762, 2.770)
H (-6.250, 3.176, 1.923)
H (-6.065, 4.149, -0.379)
H (-4.030, 3.710, -1.730)
F (6.078, 1.353, -5.998)
C (5.716, 0.125, -5.596)
F (5.227, -0.531, -6.659)
F (6.807, -0.517, -5.169)
C (4.660, 0.218, -4.512)
C (4.875, -0.347, -3.265)
C (3.895, -0.247, -2.294)
C (2.702, 0.419, -2.597)
C (2.486, 0.985, -3.863)
C (3.475, 0.881, -4.816)
C (1.691, 0.522, -1.616)
C (0.805, 0.604, -0.767)
H (5.802, -0.860, -3.053)
H (4.043, -0.681, -1.315)
H (1.558, 1.494, -4.082)
H (3.330, 1.312, -5.798)

Computed properties:
Charge: +2
Relative energy (zero: lowest compared OMol25 entry of this formula, charge and spin), eV: 0.179
Kohn-Sham gap, eV: 4.86
Highest occupied orbital energy, eV: -13.4047



# C28H19BrN3O5Sn

A structure of composition C28H19BrN3O5Sn (ωB97M-V/def2-TZVPD, OMol25).

Element x y z (Å)
Sn (0.415, 0.624, 0.003)
Br (-2.440, -4.067, -4.683)
C (-2.270, -2.686, -3.375)
C (-2.736, -1.408, -3.673)
C (-2.617, -0.400, -2.737)
C (-2.031, -0.633, -1.468)
O (-1.852, 0.324, -0.602)
C (-1.620, -1.964, -1.188)
C (-1.131, -2.215, 0.176)
N (-0.070, -2.871, 0.429)
C (0.489, -2.970, 1.713)
C (1.189, -4.119, 1.999)
C (1.854, -4.311, 3.223)
C (1.818, -3.351, 4.189)
C (1.115, -2.148, 3.953)
C (1.030, -1.127, 4.928)
C (0.311, 0.000, 4.675)
C (-0.250, 0.159, 3.392)
N (-0.149, -0.740, 2.447)
C (0.471, -1.926, 2.708)
C (-1.709, -2.968, -2.150)
H (-3.190, -1.212, -4.636)
H (-2.951, 0.607, -2.962)
H (-1.742, -1.776, 0.962)
H (1.212, -4.897, 1.245)
H (2.394, -5.235, 3.394)
H (2.319, -3.485, 5.142)
H (1.549, -1.264, 5.871)
H (0.211, 0.786, 5.412)
H (-0.769, 1.073, 3.124)
H (-1.366, -3.968, -1.909)
C (2.244, 2.113, -1.291)
C (0.969, 2.342, -1.890)
C (0.667, 1.220, -2.701)
C (1.724, 0.305, -2.585)
C (2.699, 0.857, -1.715)
H (2.792, 2.813, -0.676)
H (0.413, 3.269, -1.857)
H (-0.203, 1.107, -3.332)
H (1.806, -0.630, -3.120)
H (3.664, 0.429, -1.485)
O (2.327, 0.669, 2.003)
C (1.879, 1.810, 2.213)
O (0.755, 2.251, 1.798)
C (2.730, 2.769, 3.020)
C (3.740, 2.271, 3.832)
C (4.554, 3.137, 4.554)
C (4.369, 4.505, 4.452)
C (3.364, 4.986, 3.627)
C (2.536, 4.137, 2.915)
N (3.182, 6.444, 3.509)
O (3.815, 7.162, 4.259)
O (2.408, 6.857, 2.673)
H (3.885, 1.198, 3.868)
H (5.342, 2.746, 5.185)
H (4.989, 5.208, 4.989)
H (1.755, 4.526, 2.278)

Computed properties:
Charge: -1
Relative energy (zero: lowest compared OMol25 entry of this formula, charge and spin), eV: 0.576
Kohn-Sham gap, eV: 6.31
Highest occupied orbital energy, eV: -4.7057



# C28H21Cl2FN3O3P2Se2V

A structure of composition C28H21Cl2FN3O3P2Se2V (ωB97M-V/def2-TZVPD, OMol25).

Element x y z (Å)
V (-2.958, -1.247, -2.998)
Se (2.599, 0.345, 0.719)
P (0.689, 1.045, 1.225)
C (0.109, 0.459, 2.836)
C (0.985, 0.587, 3.913)
C (0.608, 0.144, 5.168)
C (-0.638, -0.445, 5.351)
C (-1.506, -0.581, 4.281)
C (-1.139, -0.126, 3.021)
C (0.546, 2.845, 1.251)
C (-0.172, 3.502, 2.241)
C (-0.291, 4.884, 2.201)
C (0.299, 5.602, 1.172)
C (1.014, 4.942, 0.180)
C (1.143, 3.566, 0.221)
C (-0.576, 0.545, 0.052)
C (-0.583, -0.349, -1.011)
N (-1.831, -0.286, -1.522)
N (-2.543, 0.588, -0.826)
N (-1.808, 1.095, 0.122)
P (0.540, -1.427, -1.867)
Se (-0.723, -2.281, -3.442)
C (1.884, -0.508, -2.615)
C (3.215, -0.858, -2.428)
C (4.207, -0.114, -3.045)
C (3.870, 0.978, -3.831)
C (2.538, 1.328, -4.013)
C (1.541, 0.579, -3.413)
C (1.135, -2.752, -0.820)
C (1.899, -3.764, -1.397)
C (2.337, -4.820, -0.618)
C (1.998, -4.875, 0.728)
C (1.219, -3.878, 1.295)
C (0.785, -2.813, 0.523)
H (1.967, 1.019, 3.758)
H (1.289, 0.249, 6.002)
H (-0.929, -0.798, 6.332)
H (-2.477, -1.038, 4.421)
H (-1.834, -0.211, 2.198)
H (-0.647, 2.942, 3.036)
H (-0.849, 5.398, 2.973)
H (0.202, 6.679, 1.141)
H (1.475, 5.504, -0.621)
H (1.719, 3.044, -0.535)
H (3.479, -1.682, -1.780)
H (5.245, -0.380, -2.899)
H (4.648, 1.562, -4.304)
H (2.277, 2.179, -4.627)
H (0.499, 0.838, -3.565)
H (2.143, -3.733, -2.453)
H (2.934, -5.605, -1.062)
H (2.338, -5.703, 1.335)
H (0.951, -3.922, 2.342)
H (0.185, -2.033, 0.972)
F (-3.333, -2.441, -4.253)
O (-3.312, 0.095, -3.664)
Cl (-7.069, 0.108, -2.095)
C (-5.590, 0.045, -1.120)
Cl (-5.847, 0.731, 0.483)
C (-5.164, -1.424, -0.994)
O (-5.771, -2.221, -0.353)
O (-4.080, -1.760, -1.708)
H (-4.838, 0.645, -1.617)

Computed properties:
Kohn-Sham gap, eV: 6.91
Highest occupied orbital energy, eV: -8.4794



# C28H21F13P

A cluster of 4 separate species, C28H21F13P in total at a distorted geometry (ωB97M-V/def2-TZVPD, OMol25).

Element x y z (Å)
F (-1.491, -4.834, 3.425)
C (-1.325, -3.360, 3.569)
F (0.106, -2.995, 3.785)
F (-2.133, -2.811, 4.712)
C (-1.877, -2.610, 2.212)
C (-3.505, -2.580, 1.842)
C (-4.103, -1.790, 0.503)
C (-3.003, -1.038, -0.451)
C (-1.369, -1.069, -0.097)
C (-0.423, -0.211, -1.177)
F (-0.579, -0.908, -2.479)
F (1.015, -0.213, -0.826)
P (-1.209, 1.563, -1.213)
C (0.069, 2.972, -1.049)
F (1.145, 2.802, -2.058)
F (-0.678, 4.268, -1.241)
C (0.711, 3.062, 0.487)
F (-0.165, 2.446, 1.515)
F (2.067, 2.446, 0.584)
F (0.802, 4.530, 0.797)
C (-0.763, -1.847, 1.225)
H (-4.306, -3.109, 2.526)
H (-5.237, -1.730, 0.216)
H (-3.389, -0.438, -1.406)
H (-2.065, 1.658, -2.379)
H (-2.101, 1.683, -0.052)
H (0.399, -1.858, 1.470)
F (-3.040, 1.983, -4.026)
C (-2.541, 2.088, -5.265)
C (-1.181, 1.883, -5.474)
C (-0.662, 1.986, -6.764)
C (-1.506, 2.305, -7.830)
C (-2.869, 2.515, -7.609)
C (-3.390, 2.400, -6.321)
H (-0.539, 1.644, -4.633)
H (0.398, 1.820, -6.940)
H (-1.100, 2.391, -8.836)
H (-3.523, 2.767, -8.440)
H (-4.447, 2.550, -6.132)
F (1.826, -6.025, 0.652)
C (1.403, -7.036, 1.423)
C (0.751, -6.757, 2.619)
C (0.305, -7.809, 3.420)
C (0.527, -9.129, 3.020)
C (1.187, -9.399, 1.820)
C (1.622, -8.347, 1.014)
H (0.595, -5.726, 2.917)
H (-0.213, -7.602, 4.353)
H (0.183, -9.949, 3.646)
H (1.361, -10.427, 1.512)
H (2.129, -8.538, 0.074)
F (6.336, 7.401, 3.200)
C (5.100, 6.888, 3.157)
C (4.546, 6.539, 1.930)
C (3.261, 5.999, 1.885)
C (2.539, 5.824, 3.068)
C (3.101, 6.182, 4.294)
C (4.391, 6.711, 4.340)
H (5.119, 6.689, 1.021)
H (2.822, 5.715, 0.932)
H (1.535, 5.406, 3.033)
H (2.536, 6.048, 5.214)
H (4.847, 6.986, 5.285)

Computed properties:
Charge: +1
Kohn-Sham gap, eV: 6.00
Highest occupied orbital energy, eV: -10.6997